Here is a structure of composition C18H52BBrGaO19P4S in a non-equilibrium geometry from the OMol25 dataset. Energies are from the ωB97M-V functional and the def2-TZVPD basis.

```
97
Properties=species:S:1:pos:R:3:forces:R:3
H 1.18711 -3.47773 -0.12732 0.1 -0.2 0.2
C 1.00163 -2.62039 7.76419 -0.1 0.1 0.0
H -0.53701 -4.45628 3.04391 0.0 0.1 -0.1
O 3.45811 -4.70359 8.41971 0.0 -0.1 -0.1
H -6.49932 5.39046 -1.18211 0.0 0.0 0.0
H 3.16493 -1.27443 -3.30607 -0.1 0.2 0.0
H -6.01016 2.72223 -4.40118 0.0 0.0 0.1
C -0.54006 -3.54314 3.63309 0.1 -0.2 0.2
C -2.58202 8.32307 -7.44316 0.0 0.1 0.0
O -4.49972 4.75879 -1.15041 0.1 -0.1 0.0
H 3.87690 -2.83079 1.95260 0.0 -0.2 -0.1
O -0.59944 -2.42573 2.73447 0.0 0.1 0.0
P -1.53553 -1.21766 3.10474 0.2 -0.1 -0.2
O -1.92607 5.48350 -6.79559 0.0 0.0 -0.2
H 4.29946 -2.12881 -5.57178 0.2 0.2 0.0
H 5.15465 -2.48388 -4.04954 0.2 0.2 0.0
C -1.63220 1.11953 2.02585 -0.1 0.1 -0.1
C 3.69488 -1.79933 1.64965 0.0 0.4 0.2
H -1.39031 -3.55943 4.31561 0.0 0.1 0.0
O -1.59302 -0.82557 4.51259 -0.3 0.0 0.1
C -5.32850 5.73560 -8.38402 -0.1 0.0 -0.1
C -5.25696 2.68527 1.25258 0.0 -0.1 0.2
H -5.49592 6.25783 -9.32306 0.1 0.0 0.0
H -0.87133 1.89243 1.95358 0.1 0.0 0.0
H 4.20524 -3.70834 -4.83912 -0.1 -0.1 -0.1
H 5.18747 -4.58087 9.51633 0.0 0.0 0.0
H -4.20724 2.97655 1.24679 0.0 0.0 0.0
H 2.17300 -2.13379 -4.51432 -0.2 0.2 0.0
H 0.41636 -2.25239 6.92363 0.0 0.0 0.0
H 0.38225 -3.48639 4.20751 0.0 0.0 0.0
H -5.32806 1.61399 1.42974 0.0 0.0 0.0
H 2.94549 -5.26910 -3.22270 -0.6 -0.4 0.5
Ga 2.66097 -3.33966 -0.70314 -0.3 0.8 -0.3
O -0.96997 -0.14525 2.09502 0.1 0.0 0.0
H -5.30222 6.49828 -1.88072 0.0 0.0 0.0
H -3.41255 -3.01856 1.10235 0.0 0.0 0.0
C 2.99942 -2.22502 -3.80315 -0.2 -0.4 -0.2
H 3.78952 -3.72522 10.19966 0.0 0.0 0.0
O -3.91382 5.71387 -8.14198 0.1 0.0 0.0
H -3.84617 -1.34465 0.69138 0.0 0.0 0.0
H -2.25759 1.14743 1.13182 0.0 0.0 0.0
P 3.00815 -4.07329 7.02262 0.0 0.1 -0.2
O -6.01462 3.17279 -2.39562 -0.1 -0.1 0.1
O 4.34612 -3.61535 6.32073 0.0 0.2 0.2
O 4.29610 -5.27992 1.39474 0.5 0.2 0.2
H 4.66507 -3.03552 8.81750 0.0 0.0 0.0
C 5.62495 -4.91109 -0.85732 -0.2 0.5 0.0
O 3.45963 -6.37370 -0.64671 0.1 -0.3 -0.4
H 4.75064 -5.60646 5.80360 0.0 0.0 0.0
C 4.23944 -2.64304 -4.61620 -0.1 -0.2 0.2
C -3.09293 -1.97941 1.15581 0.0 0.0 -0.1
O 2.15933 -4.97336 6.25433 -0.2 -0.3 0.2
P -3.41998 5.97075 -6.66173 0.2 0.0 -0.1
H -2.03743 7.69158 -8.14398 0.0 0.0 0.0
H 5.78640 -3.83438 -0.85611 0.2 0.1 0.1
P -4.94779 3.23191 -1.23502 -0.1 0.0 -0.1
H 0.63211 -3.60172 8.05981 0.0 0.0 0.0
O -5.90071 2.99937 0.00859 -0.1 0.1 0.0
C -1.07676 5.62202 -5.64235 0.1 0.0 0.1
C 3.55445 -1.70325 0.13273 0.0 -0.5 0.6
H 5.52999 -5.22125 -1.89199 0.0 -0.2 -0.1
H 4.70467 0.11579 1.86634 0.0 0.1 -0.2
H -1.65820 5.74316 -4.72894 0.0 0.0 0.0
H -5.69203 4.71369 -8.46581 0.0 0.0 0.0
O -2.97410 -1.60389 2.53662 -0.1 0.1 0.1
O -3.34471 7.55331 -6.50716 0.0 0.0 0.1
H 6.42780 -5.41856 -0.33458 0.0 -0.2 0.1
H 6.07734 -4.71485 6.59455 0.0 0.0 0.0
O -3.80460 2.33389 -1.33670 0.3 0.1 0.0
H -3.25762 8.97330 -7.99623 0.0 0.0 0.0
H 4.54359 -1.48868 -0.26741 0.0 0.2 -0.3
H -2.24657 1.30192 2.90961 0.1 0.0 0.0
H -4.45205 3.31224 -3.79724 0.0 0.0 0.0
H 2.75521 -1.50244 2.11164 -0.2 -0.2 0.0
O 2.38906 -2.66620 7.39026 0.2 0.1 0.0
C 4.79256 -0.90955 2.21974 0.0 -0.1 0.4
C 5.25097 -4.64234 5.88632 0.1 -0.1 -0.1
H 5.78226 -1.29848 1.98347 0.1 0.0 -0.2
O 2.26391 -4.61495 -3.42516 0.7 0.5 -0.6
C -5.48990 5.78700 -1.07794 0.0 0.1 0.0
C -5.53109 3.43092 -3.73058 -0.1 0.0 -0.1
Br 2.47627 -0.08009 -0.25673 0.1 0.0 -0.2
H 5.63054 -4.35739 4.90934 -0.1 0.0 0.0
H -5.79592 4.44265 -4.02118 0.0 0.0 0.0
H -0.47547 4.72144 -5.56355 0.0 0.0 0.0
H 4.72507 -0.86871 3.30758 0.0 0.0 0.1
H -0.42463 6.48393 -5.78026 0.0 0.0 0.0
S 4.02776 -5.16502 -0.04172 -0.5 -0.2 0.3
H -5.86743 6.24553 -7.58640 0.0 0.0 0.0
H -2.15181 -1.86769 0.61911 0.0 0.0 0.0
O -4.20937 5.36035 -5.59795 -0.2 0.2 0.1
H 0.90834 -1.93157 8.60076 0.1 0.0 0.0
H -1.87273 8.93265 -6.88649 0.0 0.0 0.0
C 4.32370 -3.96095 9.28012 0.0 0.0 0.1
H -5.40113 6.29434 -0.11820 0.0 0.0 0.0
H -5.77342 3.21766 2.04807 -0.1 0.0 -0.1
B 2.63901 -3.40708 -2.80873 0.2 -0.2 0.1
```
Forces are in eV/Å.

ΔE to the lowest compared entry with this formula, charge and spin, kJ/mol: 23.7
Energy, eV: -229508.6780
Charge: -1
Multiplicity: 1
HOMO-LUMO gap, eV: 6.17
HOMO level, eV: -4.54